C26H66N4O10 | ωB97M-V/def2-TZVPD

Properties
gap between HOMO and LUMO = 9.56 eV
E_LUMO = 0.15 eV
energy = -54466.080 eV
spin multiplicity = 1
SMILES = CC(N)=O.CC(N)=O.CC(N)=O.CC(N)=O.CCCCCC.CCCCCC.OCCO.OCCO.OCCO
relative energy (zero: lowest compared OMol25 entry of this formula, charge and spin) = 0.0 kJ/mol
total charge = 0
molecular weight = 594.83 g/mol

Cartesian coordinates (Å):
O 1.022 -2.320 3.213
O -3.165 -0.536 2.408
O -0.371 -3.507 6.347
O -2.820 2.240 0.207
O 1.462 -3.774 -1.595
O -0.357 -1.012 1.128
O -3.763 -2.655 4.680
O -0.887 -5.785 -4.564
O -0.017 1.519 -1.267
O -3.034 -0.321 -6.076
N -0.992 -3.896 -3.435
N -0.875 -0.662 -5.869
N 0.106 -4.000 0.189
N -3.343 3.470 -1.559
C 1.025 3.711 -4.088
C 2.257 -5.172 0.249
C -2.019 0.124 -3.954
C -2.756 3.312 -0.374
C 3.441 0.582 5.969
C 4.800 1.343 -1.377
C 3.696 1.222 -2.491
C 3.161 0.899 4.525
C -2.019 -0.343 -5.381
C -2.985 -4.539 -4.856
C 2.953 2.575 -2.662
C 0.443 -2.835 5.462
C 1.956 1.831 4.352
C -1.544 -4.801 -4.255
C 1.285 -4.242 -0.452
C -2.147 4.506 0.286
C 2.311 2.891 -4.097
C -4.377 -0.832 3.085
C -4.443 -2.295 3.502
C -0.620 -0.607 -0.254
C 1.551 1.953 2.940
C 0.013 -2.904 4.015
C 0.484 2.916 2.578
C 0.458 0.208 -1.012
C 0.051 3.549 -5.320
C 0.521 4.330 3.041
H -0.513 2.508 2.742
H 1.226 0.940 2.702
H 3.594 3.447 -2.532
H -4.061 -2.899 2.678
H 0.219 4.272 -6.118
H -2.272 4.558 1.368
H -0.063 -3.995 -3.051
H -3.287 0.310 1.971
H 4.443 1.649 -0.394
H 4.329 1.177 -3.377
H -1.001 -1.489 -0.769
H -1.226 -0.994 1.536
H -0.919 1.552 -0.942
H 2.346 -6.069 -0.365
H 0.010 2.572 -5.801
H -0.297 -4.765 0.711
H 0.524 3.009 1.492
H -0.819 -1.023 -6.810
H -4.490 -0.023 3.806
H -0.173 -3.932 3.703
H -3.001 0.218 -3.491
H -3.519 -5.455 -5.110
H -3.642 2.669 -2.097
H 0.737 -2.142 2.314
H 4.096 1.174 4.036
H -1.635 -3.275 -2.966
H 0.159 4.475 4.058
H 2.728 0.183 6.690
H -1.070 4.484 0.119
H 1.472 4.835 2.869
H -0.898 -2.308 3.991
H -2.888 -2.859 4.343
H -2.609 5.452 0.002
H -3.582 -3.926 -4.182
H 0.485 3.394 -3.195
H 2.014 1.934 -4.527
H 0.626 -0.196 -2.011
H -0.934 3.881 -4.990
H 3.279 -4.809 0.356
H -1.776 1.175 -4.113
H -0.275 4.849 2.506
H -0.419 -3.299 -0.315
H 0.489 -1.850 5.926
H -1.586 -0.120 -0.123
H 3.027 0.362 -2.483
H 1.066 1.568 4.925
H 1.449 -3.245 5.556
H 2.980 -0.007 3.946
H 2.412 2.282 2.358
H -5.243 -0.760 2.426
H 3.013 3.282 -4.833
H 2.219 2.777 4.825
H -0.075 -0.726 -5.256
H -5.501 -2.557 3.503
H 4.053 1.443 6.238
H -2.864 -3.998 -5.795
H 2.258 2.742 -1.838
H 5.408 0.438 -1.368
H -1.367 -0.348 -3.219
H 4.100 -0.278 5.846
H 1.448 0.172 -0.558
H -3.030 4.329 -1.987
H -0.186 -4.436 6.194
H 5.397 2.216 -1.643
H 1.233 4.773 -3.956
H 1.918 -5.460 1.244

=====

C39H64Cl2CrN4O3PSSi | ωB97M-V/def2-TZVPD

Properties
gap between HOMO and LUMO (alpha / beta) = 5.03 / 6.93 eV
E_LUMO (alpha / beta) = 2.31 / 2.31 eV
energy = -135056.214 eV
spin multiplicity = 5
total charge = -1
molecular weight = 851.00 g/mol
expectation value of S² = 6.1147

Cartesian coordinates (Å):
Cr 0.221 0.165 0.269
Cl 3.195 4.149 5.876
Cl -1.749 2.715 4.371
S -2.817 2.053 0.988
P -0.881 -2.635 1.563
Si 0.581 -0.418 -2.051
O 1.802 1.280 0.371
O -2.235 1.070 0.026
O -0.365 1.788 1.835
N -0.322 -1.601 0.588
N -0.082 -4.120 1.470
N -2.476 -3.101 1.296
N -0.902 -2.314 3.256
C -1.592 -1.056 3.563
C 0.095 1.077 -3.230
C -5.206 -3.718 0.343
C -1.436 1.161 -3.237
C 3.404 0.169 -2.395
C 2.670 2.947 3.519
C 2.810 -1.945 -1.262
C 2.137 3.433 4.685
C 2.424 -1.007 -2.412
C -2.000 3.850 -0.934
C 2.129 -5.181 1.687
C 2.405 1.865 1.353
C 0.778 3.370 4.949
C -0.547 -5.290 2.191
C 0.001 -6.542 1.516
C -1.584 6.203 -0.600
C -1.904 6.040 0.742
C -1.213 7.546 -1.170
C -0.048 2.786 3.990
C 0.450 -2.122 5.285
C 0.468 -2.228 3.764
C -2.816 -3.104 -0.130
C -0.351 -0.898 5.725
C 0.565 0.968 -4.682
C -0.464 -1.862 -2.789
C 2.588 -1.779 -3.722
C 1.837 2.368 2.534
C 0.654 2.375 -2.636
C -1.629 5.086 -1.430
C -3.916 -4.123 -0.393
C -1.735 -0.935 5.077
C -4.521 2.258 0.265
C 0.410 2.296 2.753
C 1.250 -4.224 0.887
C -2.335 3.704 0.402
C 1.527 -6.599 1.693
C -2.289 4.803 1.243
C -4.881 -2.891 1.598
C -3.568 -3.368 2.211
H -0.015 -3.025 5.691
H -2.295 -0.036 5.322
H 0.359 2.483 -1.591
H -0.421 -1.919 -3.879
H -1.909 -3.352 -0.684
H -5.689 -2.979 2.327
H -1.850 6.891 1.411
H -1.831 1.109 -2.221
H 1.653 1.017 -4.752
H -0.442 -0.877 6.814
H -1.638 -5.285 2.186
H -4.780 -1.835 1.336
H -5.765 -4.614 0.624
H -0.191 7.536 -1.552
H 1.477 -2.068 5.656
H -3.658 -4.448 2.419
H -1.862 0.328 -3.800
H 1.188 -4.592 -0.147
H -3.374 -2.883 3.168
H 1.679 -3.223 0.849
H -4.097 -4.207 -1.466
H 1.964 -7.203 0.894
H 2.336 -1.160 -4.583
H 3.624 -2.119 -3.838
H -1.365 5.184 -2.476
H 0.155 1.792 -5.280
H 0.993 -1.354 3.337
H -1.032 -0.198 3.166
H 3.252 0.823 -3.255
H 3.734 3.005 3.332
H -1.872 7.796 -2.003
H -5.053 3.038 0.811
H 3.132 -5.194 1.257
H -2.031 2.982 -1.578
H -3.133 -2.107 -0.466
H 1.768 -7.094 2.638
H 0.361 3.767 5.861
H 2.218 -4.818 2.713
H -0.463 -7.437 1.935
H -1.507 -1.748 -2.493
H -1.772 2.094 -3.709
H 1.744 2.381 -2.668
H -2.567 -1.043 3.070
H -4.450 2.510 -0.791
H 4.440 -0.190 -2.427
H 1.015 -3.121 3.456
H 0.169 0.012 5.414
H -0.253 -6.504 0.454
H -5.037 1.306 0.382
H -0.229 -5.284 3.246
H -0.120 -2.816 -2.384
H 0.294 3.251 -3.190
H -5.844 -3.130 -0.320
H 1.943 -2.659 -3.733
H 3.492 1.977 1.248
H 0.233 0.030 -5.132
H 3.840 -2.303 -1.376
H 2.143 -2.809 -1.234
H -2.289 -1.804 5.450
H 3.271 0.755 -1.484
H -1.294 8.332 -0.420
H 2.725 -1.424 -0.305
H -3.576 -5.100 -0.038
H -2.554 4.711 2.287

=====

C6H8 | ωB97M-V/def2-TZVPD

Properties
gap between HOMO and LUMO = 9.13 eV
E_LUMO = 1.03 eV
energy = -6346.992 eV
spin multiplicity = 1
SMILES = C=C=C1CCC1
relative energy (zero: lowest compared OMol25 entry of this formula, charge and spin) = 365.9 kJ/mol
total charge = 0
molecular weight = 80.13 g/mol

Cartesian coordinates (Å):
C -0.493 1.187 -0.179
C 0.283 -0.078 0.008
C -1.684 0.261 -0.552
C -0.910 -0.971 -0.010
C 1.559 -0.207 0.011
C 2.789 -0.274 0.404
H -2.629 0.490 -0.063
H 3.577 -0.187 -0.364
H -0.092 1.854 -0.949
H -1.212 -1.251 1.011
H 2.219 -0.934 1.199
H -0.840 -1.876 -0.616
H -1.806 0.184 -1.634
H -0.618 1.744 0.752

=====

C4H10N2O2 | ωB97M-V/def2-TZVPD

Properties
gap between HOMO and LUMO = 7.99 eV
E_LUMO = 0.41 eV
energy = -11381.718 eV
spin multiplicity = 1
relative energy (zero: lowest compared OMol25 entry of this formula, charge and spin) = 500.3 kJ/mol
total charge = 0
molecular weight = 118.14 g/mol

Cartesian coordinates (Å):
O -1.697 1.428 -0.691
O 2.043 0.222 -1.077
N -1.674 -1.102 0.294
N 1.692 -0.598 1.581
C -0.612 -0.499 0.804
C 0.735 -1.003 0.569
C -0.258 1.345 -0.711
C 0.929 -0.266 -0.832
H -1.540 -1.877 -0.340
H 0.193 1.969 0.066
H -1.982 2.122 -1.295
H 0.289 -0.749 -1.598
H 1.649 0.413 1.686
H 0.773 -2.088 0.438
H -0.795 0.330 1.471
H 2.618 -0.759 1.191
H 0.130 1.641 -1.684
H -2.493 -0.530 0.129

=====

C30H46O3P2Ti | ωB97M-V/def2-TZVPD

Properties
gap between HOMO and LUMO (alpha / beta) = 3.78 / 4.33 eV
E_LUMO (alpha / beta) = -8.66 / -8.43 eV
energy = -79672.542 eV
spin multiplicity = 1
relative energy (zero: lowest compared OMol25 entry of this formula, charge and spin) = 278.6 kJ/mol
total charge = +2
molecular weight = 564.51 g/mol

Cartesian coordinates (Å):
Ti -0.465 1.389 0.506
P -1.082 -3.775 -2.121
P -3.622 -2.227 -1.559
O 0.480 0.750 2.066
O 3.543 -0.635 4.388
O 1.381 -1.089 3.013
C -1.171 -1.586 0.560
C 1.208 0.130 2.977
C 1.967 3.114 0.790
C -1.529 3.548 -0.562
C 1.481 -1.512 -0.182
C 3.678 1.449 5.539
C -0.343 -5.373 -1.682
C -1.745 -0.367 -0.114
C 1.747 2.926 5.445
C 3.443 2.318 -1.161
C 0.587 3.424 1.001
C -1.203 -3.877 -3.941
C 1.767 -0.944 -1.383
C 3.024 2.625 5.915
C 3.040 0.579 4.624
C -0.675 -0.700 -2.412
C -0.090 3.237 -0.272
C 3.079 3.443 1.735
C 0.864 -0.785 -2.531
C 2.126 2.628 -0.519
C 0.049 4.260 2.099
C 0.850 2.604 -1.176
C -5.098 -2.977 -0.787
C 1.806 0.966 4.032
C -2.762 -3.920 -1.488
C -1.354 0.143 -1.390
C 0.655 2.610 -2.650
C -4.373 -2.482 -3.228
C 1.120 2.074 4.537
C 0.216 -2.196 0.159
H 3.271 4.527 1.781
H 2.205 -1.466 0.631
H -4.867 -3.266 0.249
H -5.877 -2.203 -0.844
H -0.490 -5.553 -0.608
H 1.499 2.168 -3.179
H 0.729 -5.313 -1.932
H 4.655 1.192 5.954
H 0.527 3.632 -3.043
H -1.814 -3.071 -4.374
H 2.841 -1.088 3.822
H -1.037 4.164 2.142
H 0.464 3.980 3.073
H -1.020 -0.390 -3.423
H -0.869 -6.114 -2.299
H 0.283 5.321 1.923
H -3.736 -2.186 -4.068
H 1.207 3.828 5.778
H 3.955 3.240 -1.481
H -0.168 -3.812 -4.313
H 4.020 2.960 1.435
H -2.244 3.208 0.229
H -1.868 3.129 -1.527
H -2.762 -4.335 -0.445
H -4.642 -3.546 -3.265
H 0.037 -2.921 -0.680
H 1.003 -1.622 -3.244
H -1.853 -2.468 0.521
H -1.637 -4.874 -4.111
H 0.466 -2.830 1.029
H 2.710 -0.396 -1.462
H -1.038 -1.772 -2.328
H 0.096 2.215 4.197
H 2.837 3.104 2.749
H -5.337 -3.854 -1.411
H 4.120 1.792 -0.473
H -1.137 -1.382 1.639
H -5.279 -1.860 -3.194
H -3.258 -4.625 -2.194
H 3.507 3.308 6.615
H -2.075 0.876 -1.827
H -1.634 4.645 -0.630
H -2.669 0.037 0.370
H -0.247 2.058 -2.906
H 1.212 0.100 -3.058
H 3.314 1.689 -2.047

=====

C11H10BF3MgN6O2 | ωB97M-V/def2-TZVPD

Properties
gap between HOMO and LUMO = 10.15 eV
E_LUMO = 0.54 eV
energy = -38884.955 eV
spin multiplicity = 1
total charge = 0
molecular weight = 350.35 g/mol

Cartesian coordinates (Å):
Mg -0.054 -0.255 0.074
F 1.305 -2.806 3.166
F -0.644 -2.911 2.243
F 1.028 -2.090 1.139
O -0.215 0.042 1.906
O 0.117 -0.536 4.070
N -1.037 -1.562 -1.097
N -0.755 1.213 -2.256
N -0.855 1.343 -0.903
N -0.779 -1.310 -2.417
N 1.662 -0.135 -0.992
N 1.427 -0.059 -2.334
C -1.305 -2.281 -3.175
C -1.311 2.274 -2.859
C -1.719 -2.707 -1.064
C 3.623 -0.088 -2.084
C 2.986 -0.150 -0.843
C -1.920 -3.203 -2.352
C 2.590 -0.025 -2.999
C -1.482 2.496 -0.682
C 0.093 -0.739 2.885
C 0.460 -2.163 2.395
C -1.792 3.129 -1.889
B -0.035 -0.016 -2.875
H -1.329 2.348 -3.935
H -2.440 -4.100 -2.643
H -2.292 4.071 -2.032
H 2.608 0.039 -4.075
H 3.416 -0.208 0.145
H -0.034 0.054 -4.072
H -1.207 -2.254 -4.249
H -1.677 2.810 0.332
H 4.681 -0.088 -2.286
H -2.032 -3.119 -0.116

=====

C4H6OS2 | ωB97M-V/def2-TZVPD

Properties
gap between HOMO and LUMO = 7.44 eV
E_LUMO = -1.59 eV
energy = -27960.490 eV
spin multiplicity = 1
SMILES = CCSC(=S)C=O
relative energy (zero: lowest compared OMol25 entry of this formula, charge and spin) = 269.1 kJ/mol
total charge = 0
molecular weight = 134.22 g/mol

Cartesian coordinates (Å):
S -0.059 2.931 -2.006
S 0.889 0.150 -1.387
O -1.768 -0.263 -0.677
C -0.290 1.458 -1.231
C 0.768 -1.129 -0.218
C -1.518 0.952 -0.534
C 0.610 -0.722 1.323
H 1.389 -0.086 1.853
H 1.837 -1.469 -0.329
H -0.348 -0.097 1.294
H -1.948 1.822 0.214
H 0.516 -1.533 2.034
H -0.078 -2.014 -0.337

=====

C24H19CdGeN2O4S | ωB97M-V/def2-TZVPD

Properties
gap between HOMO and LUMO = 8.76 eV
E_LUMO = -3.27 eV
energy = -108277.577 eV
spin multiplicity = 1
total charge = +1
molecular weight = 616.52 g/mol

Cartesian coordinates (Å):
Cd 1.789 -0.020 0.345
Ge -1.129 -1.988 -0.833
S 0.937 -2.229 -1.797
O 1.699 2.289 0.445
O 2.654 -2.682 3.905
O 1.836 4.014 1.845
O 2.403 -2.131 1.806
N 2.254 0.561 2.498
N 1.712 0.260 -1.959
C -1.122 0.762 0.171
C -0.678 0.102 2.820
C 2.045 1.377 5.093
C -4.775 -0.815 -2.424
C 2.322 -0.341 3.445
C 1.351 0.651 -4.695
C 2.165 -0.008 4.740
C 1.237 -0.756 -2.733
C -0.581 -0.903 1.868
C -0.862 1.420 2.422
C 1.917 2.828 1.569
C -2.506 -1.601 -2.157
C -3.547 -1.805 -4.278
C 1.983 1.421 -2.520
C 1.888 1.645 -3.873
C -3.651 -1.036 -1.623
C -4.649 -1.170 -3.768
C 2.169 1.867 2.766
C 0.946 -0.556 -4.107
C -1.139 1.763 1.111
C 2.087 2.289 4.099
C -2.385 -1.936 -3.489
C 2.463 -1.802 2.975
C -0.857 -0.543 0.516
H 1.299 0.855 -5.746
H 1.882 1.675 6.122
H 0.496 -1.346 -4.639
H 2.146 -0.839 5.441
H -3.754 -0.890 -0.559
H -0.521 -0.049 3.882
H -5.647 -0.264 -2.065
H 1.999 2.635 -4.278
H -0.676 2.170 3.203
H -1.474 -2.482 -3.813
H 2.306 2.242 -1.881
H 2.735 -3.550 3.454
H -3.477 -2.153 -5.332
H -1.145 -3.311 -0.032
H -0.156 -1.805 2.192
H -1.207 1.092 -0.841
H -1.246 2.784 0.777
H 1.937 3.329 4.379
H -5.472 -1.021 -4.447